This record from the Open Molecules 2025 dataset describes a molecular structure, C30H78AsBrO6P. The level of theory is the ωB97M-V functional and the def2-TZVPD basis.

XYZ file:
```
117
Properties=species:S:1:pos:R:3:mulliken_charge:R:1
C -0.525 0.471 0.907 -1.1882
C 0.253 1.331 -0.172 -0.3156
P -0.620 1.424 -1.837 -0.2966
C -2.406 1.830 -1.345 -0.8270
As -0.793 -0.655 -2.893 -0.8728
C 1.110 -1.222 -2.439 -0.9786
C 1.057 -2.626 -1.751 -0.6085
C 1.566 -2.616 -0.283 -0.3156
Br 3.560 -2.609 -0.211 -0.2528
H -0.733 -0.509 0.452 0.1910
H -1.475 0.959 1.182 0.3298
H 0.117 0.394 1.808 0.3577
H 0.245 2.367 0.240 0.2564
H 1.317 1.050 -0.230 0.4273
H -2.454 2.568 -0.525 0.3407
H -2.991 2.108 -2.232 0.3200
H -2.834 0.873 -0.955 0.1043
H -1.394 -1.274 -1.568 0.0353
H -2.244 -0.249 -3.382 0.1096
H -0.234 0.023 -4.202 0.1238
H -0.960 -2.014 -3.678 0.1726
H 1.707 -0.481 -1.877 0.3541
H 1.637 -1.369 -3.405 0.4235
H -0.005 -2.955 -1.705 0.3698
H 1.581 -3.401 -2.342 0.3252
H 1.212 -1.697 0.205 -0.0272
H 1.151 -3.465 0.287 0.4501
C -4.294 5.418 -3.769 -1.0067
C -4.834 4.190 -4.481 -0.4376
O -5.620 3.351 -3.653 -0.4049
C -6.781 3.930 -3.089 -0.0067
C -7.779 4.431 -4.119 -1.2976
H -3.700 5.124 -2.902 0.2425
H -3.666 6.002 -4.444 0.3997
H -5.095 6.069 -3.412 0.2699
H -3.996 3.580 -4.820 0.3797
H -5.396 4.472 -5.379 0.3801
H -6.504 4.726 -2.389 0.3062
H -7.251 3.146 -2.492 0.1507
H -7.361 5.224 -4.742 0.2992
H -8.668 4.827 -3.624 0.4138
H -8.081 3.618 -4.783 0.3081
C 8.550 -5.178 0.605 -1.0976
C 8.042 -6.431 -0.086 0.1501
O 7.292 -7.285 0.760 -0.4275
C 6.118 -6.725 1.328 -0.3959
C 5.103 -6.257 0.301 -0.8602
H 9.164 -5.443 1.469 0.2943
H 9.150 -4.582 -0.083 0.3738
H 7.733 -4.551 0.965 0.3134
H 8.897 -7.016 -0.430 -0.1236
H 7.462 -6.177 -0.980 0.2894
H 6.381 -5.913 2.015 0.2955
H 5.671 -7.512 1.939 0.3458
H 5.497 -5.463 -0.333 0.1910
H 4.210 -5.874 0.797 0.3668
H 4.812 -7.083 -0.351 0.2889
C 3.423 4.083 1.231 -1.0213
C 2.421 5.213 1.072 -0.4379
O 1.458 5.274 2.112 -0.4234
C 1.963 5.467 3.419 -0.3382
C 2.750 6.756 3.587 -1.0094
H 2.908 3.122 1.286 0.2607
H 4.111 4.064 0.385 0.3928
H 4.017 4.189 2.142 0.3024
H 1.861 5.062 0.148 0.3796
H 2.931 6.178 0.971 0.3487
H 2.560 4.601 3.725 0.3022
H 1.095 5.492 4.079 0.3252
H 3.637 6.780 2.951 0.2607
H 3.078 6.867 4.622 0.3820
H 2.133 7.616 3.321 0.2831
C 11.786 -9.568 -1.164 -1.0748
C 11.421 -8.352 -1.997 -0.3547
O 11.841 -7.124 -1.426 -0.3782
C 13.234 -6.973 -1.222 -0.3717
C 14.053 -7.069 -2.498 -1.0244
H 11.362 -9.484 -0.162 0.2913
H 11.405 -10.477 -1.633 0.3988
H 12.866 -9.679 -1.054 0.2690
H 10.335 -8.294 -2.080 0.3578
H 11.805 -8.447 -3.019 0.3205
H 13.587 -7.692 -0.475 0.3103
H 13.370 -5.983 -0.785 0.3154
H 13.957 -8.046 -2.973 0.2612
H 15.110 -6.905 -2.281 0.3865
H 13.723 -6.319 -3.219 0.2915
C -6.742 -1.105 0.140 -0.9444
C -7.729 0.048 0.207 -0.0957
O -7.553 0.886 1.336 -0.3892
C -6.290 1.527 1.447 -0.4524
C -5.960 2.431 0.274 -0.8729
H -6.809 -1.716 1.044 0.2825
H -6.952 -1.735 -0.726 0.4031
H -5.712 -0.758 0.057 0.1344
H -8.741 -0.354 0.283 0.3509
H -7.699 0.640 -0.714 0.0805
H -5.501 0.784 1.601 0.2626
H -6.331 2.126 2.359 0.3601
H -5.900 1.879 -0.665 0.1949
H -5.000 2.923 0.433 0.4142
H -6.731 3.197 0.156 0.2558
C -9.604 5.763 5.486 -1.0216
C -8.815 5.370 4.249 -0.3353
O -8.258 4.071 4.316 -0.4192
C -9.179 3.003 4.469 -0.3768
C -10.189 2.899 3.340 -1.0189
H -8.974 5.698 6.376 0.2839
H -9.973 6.786 5.392 0.3830
H -10.464 5.111 5.647 0.2605
H -7.973 6.054 4.132 0.3310
H -9.426 5.475 3.346 0.3063
H -9.683 3.074 5.440 0.3314
H -8.583 2.090 4.497 0.3349
H -10.820 3.787 3.270 0.3203
H -10.840 2.037 3.493 0.3877
H -9.676 2.783 2.383 0.2338
```

Properties
Calculated total energy ... -184823.4777 eV
E_HOMO ... -0.109 Eh
LUMO energy ... 2.065 eV
Gap between HOMO and LUMO ... 5.02 eV
Total charge ... -1